1.
ORCA calculation (ωB97M-V/def2-TZVPD) on one molecule with the formula C24H34F8O4S2.

The geometry in XYZ format:
```
72
Properties=species:S:1:pos:R:3:mulliken_charge:R:1
C -3.6676 -2.7973 2.8756 -1.44
C -3.2520 -2.5940 1.4345 0.29
S -4.3434 -1.4084 0.6201 -0.20
C -3.7168 -1.5312 -1.0896 -0.77
C -2.5689 -0.5562 -1.3731 -0.13
O -1.7118 -0.5307 -0.2346 0.07
C -1.5318 0.7184 0.4038 -0.20
S -1.3325 0.3734 2.1768 -0.19
C -0.3573 1.4618 -0.2222 0.57
C -0.2075 2.9390 0.1101 -1.39
O -0.1742 3.2812 1.4854 -0.48
C 0.9882 2.9342 2.1612 -0.53
C 2.0168 4.0864 2.1764 0.96
F 3.1160 3.7308 1.4574 -0.30
F 1.5133 5.1789 1.5942 -0.34
C 2.5112 4.5162 3.5791 0.39
F 1.4799 4.5587 4.4250 -0.26
F 3.0110 5.7564 3.4824 -0.33
C 3.6313 3.6622 4.2276 0.77
F 4.7665 3.7928 3.5496 -0.26
F 3.8241 4.1721 5.4593 -0.30
C 3.3705 2.1711 4.4557 -0.05
F 2.1639 1.9974 5.0143 -0.25
F 3.4014 1.5035 3.2961 -0.14
C -1.6942 -0.8649 -2.6181 1.52
C -1.6567 -2.3156 -3.0630 -1.74
C -0.8022 -3.1347 -2.0961 0.88
C -0.8585 -4.6278 -2.4151 -1.79
O 0.5278 -2.6532 -2.2620 -0.33
C 1.2625 -2.4575 -1.0770 -0.30
C 2.2527 -1.3361 -1.2523 0.46
C 2.1794 -0.4541 -2.3337 -0.26
C 3.0719 0.6221 -2.4396 -0.72
C 4.0564 0.8275 -1.4681 -0.56
C 4.1489 -0.0701 -0.3971 -0.56
C 3.2567 -1.1427 -0.2893 -0.46
O -1.9647 0.0246 -3.6973 -0.52
C -3.2649 -0.0778 -4.2575 -0.77
H -3.7749 -1.8575 3.4078 0.34
H -4.5680 -3.3956 2.9495 0.38
H -2.8811 -3.3553 3.3819 0.38
H -2.2182 -2.2758 1.3409 -0.11
H -3.3547 -3.5358 0.8953 0.39
H -4.5882 -1.3209 -1.6995 0.47
H -3.4337 -2.5682 -1.2361 0.11
H -3.0237 0.4182 -1.5553 0.62
H -2.4384 1.3222 0.3560 0.56
H -0.0207 0.0964 2.1908 0.07
H -0.5130 1.4364 -1.3009 0.24
H 0.5559 0.9020 -0.0340 -0.34
H 0.7065 3.2921 -0.3779 0.42
H -1.0187 3.5034 -0.3378 0.46
H 1.5054 2.0670 1.7534 0.37
H 0.7055 2.6895 3.1807 0.31
H 4.1368 1.7852 5.1253 0.24
H -0.6827 -0.6244 -2.3213 -1.07
H -1.1916 -2.3941 -4.0430 0.70
H -2.6326 -2.7897 -3.1439 0.29
H -1.1397 -2.9646 -1.0733 0.15
H -0.5309 -5.2260 -1.5707 0.40
H -0.1831 -4.8060 -3.2478 0.38
H -1.8516 -4.9335 -2.7268 0.40
H 0.5918 -2.1646 -0.2640 -0.02
H 1.7791 -3.3682 -0.7671 0.52
H 1.4383 -0.5951 -3.1033 0.47
H 3.0026 1.3060 -3.2726 0.43
H 4.7432 1.6550 -1.5362 0.43
H 4.9105 0.0746 0.3532 0.44
H 3.3394 -1.8284 0.5431 0.41
H -3.1819 -0.3462 -5.3084 0.33
H -3.7595 0.8862 -4.1803 0.27
H -3.8731 -0.8406 -3.7767 0.28
```

Output
Lowest unoccupied orbital energy   0.5 eV
HOMO   -0.31479 Ha
Energy above the lowest of the compared OMol25 structures with the same formula, charge and spin   0.0 kcal per mole
HOMO-LUMO gap   9.09 eV
Structure (SMILES)   CCSC[C@@H](O[C@@H](S)CCOCC(F)(F)C(F)(F)C(F)(F)C(F)F)[C@@H](C[C@@H](C)OCc1ccccc1)OC

2.
ORCA calculation (ωB97M-V/def2-TZVPD) on C24H34FN2O12Sr as an isolated structure in a non-equilibrium geometry.

The geometry in XYZ format:
```
74
Properties=species:S:1:pos:R:3:mulliken_charge:R:1
Sr -0.0657 0.5101 0.4178 1.47
C -0.2623 5.1809 4.5991 -0.55
C -1.2883 4.8081 5.5044 0.49
C -1.9409 3.3818 5.4318 0.19
O -2.6436 3.0584 6.3115 -0.69
C -1.5691 2.5666 4.2652 -0.43
C -0.6648 3.0457 3.3244 -0.25
C 0.0394 4.3860 3.5422 0.25
O 0.9330 4.8811 2.7687 -0.79
O -0.3920 2.1945 2.4011 -0.25
O -1.6377 5.5918 6.3890 -0.79
H 0.1703 6.1664 4.6890 0.38
H -2.0956 1.6281 4.1740 0.37
C 2.9843 -1.4749 0.1189 -0.33
C 3.1622 -0.0298 0.5214 0.88
C 4.3993 0.8340 0.1214 0.04
O 4.4023 2.0707 0.2867 -0.70
C 5.4515 0.1111 -0.5564 -0.61
C 5.3618 -1.1878 -0.8275 -0.04
C 4.0735 -1.9667 -0.6074 0.86
O 3.8359 -3.2187 -0.9743 -0.89
O 6.4864 -1.7058 -1.2203 -0.84
O 2.2752 0.5385 1.2209 -0.88
H 2.1696 -2.1197 0.4139 0.41
H 6.2894 0.7567 -0.7746 0.30
F 1.0476 2.5487 -0.5691 -0.94
C -3.6543 -2.9572 -1.8821 -1.01
O -2.4200 -2.3181 -1.5577 -0.20
C -1.2000 -2.7877 -2.1881 -1.54
C 0.1503 -2.3447 -1.6359 -0.18
N 0.5899 -0.9433 -1.6183 1.33
C 0.4684 -0.2149 -2.8587 -0.68
C 1.6188 -0.7173 -3.8917 -1.14
O 2.8575 -0.5499 -3.4241 -0.16
C 3.8561 -1.0549 -4.2813 -1.03
H -3.7998 -2.9286 -2.9619 0.31
H -4.3900 -2.4263 -1.2780 0.29
H -3.6497 -4.0191 -1.6361 0.28
H -1.3765 -2.3523 -3.1716 0.45
H -1.2225 -3.8710 -2.3070 0.48
H 0.7666 -2.9201 -2.3267 0.47
H 0.3346 -2.7018 -0.6226 0.13
H 1.5904 -1.0770 -1.5839 -0.94
H 0.4959 0.8641 -2.7069 0.17
H -0.5325 -0.4260 -3.2352 0.46
H 1.4325 -0.2650 -4.8657 0.49
H 1.3717 -1.7680 -4.0438 0.45
H 4.3361 -2.0089 -4.0634 0.38
H 4.7868 -0.4944 -4.1933 0.34
H 3.7138 -1.0379 -5.3618 0.39
C -1.9649 3.1683 -1.7063 -0.96
O -1.9467 2.1862 -0.6723 0.09
C -3.0140 1.2421 -0.8859 -0.67
C -3.3875 0.3814 0.2928 -1.11
N -2.3517 -0.6206 0.5348 1.05
C -2.5396 -1.3754 1.8024 -0.75
C -1.3522 -2.3422 1.7935 -0.96
O -0.1570 -1.5326 1.8810 0.58
C 0.3167 -1.5134 3.1946 -1.01
H -1.6028 2.6896 -2.6162 0.25
H -1.2313 3.9557 -1.5337 0.26
H -2.9569 3.6086 -1.8070 0.36
H -2.9349 0.7179 -1.8383 0.39
H -3.9343 1.8045 -1.0432 0.49
H -4.3098 -0.1207 0.0007 0.35
H -3.6135 0.9868 1.1705 0.43
H -2.4866 -1.2663 -0.2299 -0.22
H -3.4883 -1.8579 1.5676 0.40
H -2.5909 -0.7563 2.6980 0.25
H -1.1689 -2.9864 0.9336 0.34
H -1.5290 -3.0392 2.6127 0.43
H -0.1952 -0.9253 3.9563 0.24
H 1.3206 -1.1272 3.0183 0.23
H 0.4728 -2.5130 3.6002 0.35
```

Output
Lowest unoccupied orbital energy   4.5 eV
Charge   -3
HOMO   0.06013 Ha
HOMO-LUMO gap   2.85 eV

3.
ORCA calculation (ωB97M-V/def2-TZVPD) on C24H34MnN2O2 as an isolated structure.

The geometry in XYZ format:
```
63
Properties=species:S:1:pos:R:3:nbo_charge:R:1
Mn 0.3387 0.5596 -0.2657 0.99
C 0.8854 2.7194 0.1581 -0.16
C -0.4759 2.6676 -0.2040 -0.13
C -1.1568 1.8652 0.7532 -0.11
C -0.2155 1.4646 1.7484 -0.16
C 1.0481 1.9690 1.3662 -0.06
C 2.3418 1.8490 2.1171 -0.64
C -0.5464 0.6836 2.9861 -0.63
C -2.6478 1.7341 0.8179 -0.63
C -1.1407 3.3928 -1.3354 -0.63
C 1.9431 3.5544 -0.4980 -0.63
H 2.6507 2.8154 2.5246 0.21
H 3.1490 1.5018 1.4702 0.20
H 2.2569 1.1536 2.9523 0.21
H -0.9889 1.3246 3.7537 0.21
H 0.3400 0.2186 3.4179 0.21
H -1.2630 -0.1112 2.7732 0.21
H -3.1043 2.7193 0.9540 0.21
H -2.9545 1.1103 1.6541 0.22
H -3.0675 1.2955 -0.0888 0.23
H -1.7198 4.2441 -0.9650 0.21
H -1.8312 2.7459 -1.8794 0.22
H -0.4088 3.7776 -2.0452 0.22
H 2.9431 3.1912 -0.2737 0.23
H 1.8813 4.5904 -0.1510 0.21
H 1.8398 3.5635 -1.5834 0.22
C 5.0730 -0.5755 0.3718 -0.71
C 4.0024 -0.1397 -0.5956 0.16
N 3.9284 0.9913 -1.1759 -0.06
O 4.9105 1.9121 -0.8888 -0.54
C 2.9603 -1.1292 -0.9552 0.23
C 3.3674 -2.5037 -1.3866 -0.67
N 1.7284 -0.7994 -0.8817 -0.14
O 0.8703 -1.7848 -1.2732 -0.40
H 5.3420 0.2247 1.0649 0.23
H 5.9785 -0.9035 -0.1438 0.24
H 4.7086 -1.4052 0.9742 0.25
H 5.5606 1.5254 -0.2827 0.45
H 4.4492 -2.6130 -1.3840 0.22
H 2.9897 -2.6929 -2.3928 0.25
H 2.9190 -3.2576 -0.7377 0.24
C -1.3800 -3.4282 -1.6192 -0.60
C -1.3893 -2.2799 -0.5890 -0.13
C -0.8754 -2.8508 0.7364 -0.61
C -0.4711 -1.1512 -1.0690 -0.28
C -2.7991 -1.7254 -0.4476 -0.01
C -3.3708 -1.4844 0.7978 -0.22
C -4.6721 -1.0176 0.9193 -0.21
C -5.4291 -0.7510 -0.2099 -0.23
C -4.8694 -0.9682 -1.4616 -0.23
C -3.5774 -1.4594 -1.5748 -0.16
H -0.3808 -3.8608 -1.6813 0.21
H -1.6474 -3.0861 -2.6189 0.20
H -2.0790 -4.2147 -1.3256 0.21
H 0.0623 -3.3789 0.5635 0.21
H -1.5889 -3.5537 1.1710 0.21
H -0.6753 -2.0583 1.4626 0.21
H -0.7861 -0.8721 -2.0878 0.16
H -2.8045 -1.6780 1.6992 0.21
H -5.0903 -0.8512 1.9048 0.21
H -6.4425 -0.3821 -0.1181 0.21
H -5.4442 -0.7667 -2.3569 0.21
H -3.1746 -1.6302 -2.5651 0.20
```

Output
Lowest unoccupied orbital energy (alpha / beta)   0.4 / 0.4 eV
HOMO (alpha / beta)   -0.25035 / -0.25764 Ha
Spin multiplicity   4
Energy above the lowest of the compared OMol25 structures with the same formula, charge and spin   0.0 kcal per mole
HOMO-LUMO gap (alpha / beta)   7.22 / 7.40 eV